ORCA calculation (ωB97M-V/def2-TZVPD) on 7 unconnected molecules or ions with the total composition C29H30Cl4F4O.

```
68
Properties=species:S:1:pos:R:3:forces:R:3
F 0.732 -0.878 4.361 0.258 0.125 -0.454
C 1.600 -1.433 3.463 -0.685 -1.588 0.307
C 1.036 -2.131 2.356 2.048 0.665 0.806
C 1.967 -2.788 1.537 0.314 0.428 0.694
C 3.350 -2.785 1.842 -1.459 0.426 -0.060
C 3.828 -2.081 2.953 -0.039 -1.183 -0.787
C 2.946 -1.498 3.853 -0.760 0.776 -1.183
H -0.024 -2.144 2.149 0.199 0.127 0.242
H 1.603 -3.281 0.648 0.068 -0.239 -0.009
H 4.004 -3.353 1.197 0.236 0.199 -0.001
H 4.903 -2.116 3.051 0.048 0.253 0.625
H 3.264 -0.973 4.742 0.016 -0.060 0.070
F -0.335 7.761 0.685 2.551 4.322 0.468
C -0.941 6.681 0.515 -3.950 -2.504 -3.403
C -1.863 6.539 -0.554 -1.152 -1.672 0.529
C -2.659 5.334 -0.683 2.029 1.604 0.583
C -2.472 4.272 0.237 -0.095 1.844 -1.014
C -1.581 4.517 1.261 -0.046 -0.632 -0.046
C -0.810 5.684 1.371 -0.055 -2.765 2.456
H -2.084 7.382 -1.192 0.197 0.020 -0.177
H -3.328 5.321 -1.531 -0.197 -0.318 0.091
H -3.021 3.347 0.140 -0.021 0.036 0.146
H -1.520 3.712 1.979 0.461 0.152 0.343
H -0.173 5.813 2.234 0.200 -0.039 0.062
F 4.019 -2.774 -4.188 -0.199 0.619 -0.001
C 2.964 -2.040 -3.733 -0.183 1.025 -1.904
C 2.365 -1.031 -4.547 1.530 -2.199 0.631
C 1.236 -0.460 -4.039 0.326 0.815 -0.323
C 0.740 -0.816 -2.804 -0.873 -0.040 0.670
C 1.299 -1.825 -2.017 -0.652 1.314 -1.661
C 2.461 -2.380 -2.529 -0.099 -1.117 1.956
H 2.780 -0.839 -5.525 -0.047 0.185 -0.014
H 0.773 0.333 -4.606 -0.241 0.017 0.020
H -0.145 -0.267 -2.519 -0.166 -0.304 0.368
H 0.713 -2.179 -1.182 0.576 0.007 0.359
H 2.986 -3.117 -1.940 0.097 -0.328 -0.129
F -3.797 -3.607 -2.572 0.917 0.458 -0.075
C -2.547 -4.000 -2.973 -1.122 -0.864 -0.646
C -2.482 -4.558 -4.246 0.742 -0.494 -0.515
C -1.328 -5.249 -4.640 1.071 0.512 1.472
C -0.259 -5.373 -3.703 -0.967 0.469 -0.104
C -0.368 -4.804 -2.443 -0.569 0.554 -0.440
C -1.508 -4.048 -2.095 0.691 -0.634 0.603
H -3.340 -4.465 -4.895 -0.050 -0.055 -0.039
H -1.129 -5.685 -5.608 -0.615 0.089 -0.202
H 0.675 -5.866 -3.929 -0.134 -0.233 -0.325
H 0.447 -4.948 -1.749 -0.009 0.207 0.174
H -1.626 -3.603 -1.118 0.037 -0.042 0.079
C -1.334 0.533 0.150 0.289 1.039 -0.441
Cl -1.542 -1.207 0.455 -0.314 0.752 -0.359
Cl -2.059 1.144 -1.385 -0.028 -0.570 0.419
H -1.772 1.156 0.930 -0.128 -0.556 0.085
H -0.284 0.815 0.077 -0.044 -0.506 0.062
C -5.408 1.716 3.390 0.933 -1.631 -0.857
Cl -4.226 1.115 2.106 -0.331 0.506 0.618
Cl -6.111 0.231 4.128 -0.108 0.922 -0.190
H -4.822 2.210 4.164 -0.383 0.214 -0.373
H -6.112 2.281 2.779 -0.112 -0.003 0.791
C 1.002 2.622 3.419 1.083 -1.063 -0.587
C 1.719 2.285 2.066 -0.799 2.078 0.320
O 1.155 2.476 1.013 -0.329 -0.449 0.018
C 3.155 1.909 2.088 1.336 -0.182 0.293
H 1.775 2.760 4.175 -0.138 0.236 0.105
H 0.458 1.728 3.723 -0.235 -0.026 0.025
H 0.322 3.473 3.374 0.192 -0.122 -0.299
H 3.803 2.507 2.729 -0.575 0.132 0.764
H 3.698 2.062 1.156 -0.758 -0.545 -0.501
H 3.229 0.882 2.446 0.221 -0.164 -0.133
```
Forces are in eV/Å.

Its spin multiplicity is 1. As for the LUMO energy: 0.46 eV. Its structure (SMILES) is Fc1ccccc1.Fc1ccccc1.Fc1ccccc1.Fc1ccccc1.CC(C)=O.ClCCl.ClCCl. The value obtained for the HOMO energy is -9.04 eV. The value obtained for the energy above the lowest of the compared OMol25 structures with the same formula, charge and spin is 38.5 kcal per mole. For the frontier orbital gap, the calculation gives 0.349 Ha. Its electronic energy is -93564.753 eV.

=====

ORCA calculation (ωB97M-V/def2-TZVPD) on a molecular structure, C29H30N6O7PbSSi.

```
75
Properties=species:S:1:pos:R:3:forces:R:3
Pb -0.606 0.645 -0.696 -0.192 0.100 -0.185
C 4.557 -1.378 3.575 -0.011 0.026 -0.066
Si 4.344 0.300 2.790 -0.003 0.007 0.029
C 5.203 0.383 1.143 0.036 -0.002 0.061
C 4.872 1.705 3.899 -0.006 -0.019 -0.063
C 2.410 0.497 2.696 0.031 -0.018 0.095
C 1.762 0.420 3.945 -0.012 0.005 -0.023
C 0.394 0.481 4.051 0.026 -0.017 -0.006
C -0.366 0.607 2.877 -0.029 -0.038 0.008
N 0.186 0.702 1.692 -0.020 -0.026 0.000
C 1.557 0.664 1.581 0.015 -0.040 -0.013
S 2.170 0.819 0.004 -0.046 -0.006 -0.002
H 5.621 -1.571 3.731 0.008 0.016 -0.006
H 4.175 -2.170 2.926 -0.003 -0.005 0.010
H 4.068 -1.470 4.546 -0.009 0.021 0.004
H 6.270 0.254 1.347 -0.002 -0.002 -0.008
H 5.086 1.342 0.639 -0.010 0.005 0.005
H 4.907 -0.415 0.463 -0.014 -0.007 0.001
H 5.950 1.650 4.065 0.005 -0.017 -0.007
H 4.395 1.686 4.880 -0.013 -0.018 0.001
H 4.663 2.673 3.438 -0.001 0.001 0.007
H 2.354 0.297 4.844 0.004 0.004 -0.001
H -0.108 0.411 5.006 0.005 0.002 0.005
H -1.449 0.610 2.926 0.006 0.022 -0.013
O -0.781 0.792 -3.206 0.068 0.095 0.099
C -1.106 2.052 -3.847 0.000 -0.020 -0.019
C 0.116 2.917 -4.071 -0.032 0.033 -0.036
C 0.933 3.178 -2.800 0.070 -0.020 0.012
C 0.156 3.908 -1.742 -0.001 0.038 -0.032
C 0.148 5.298 -1.693 -0.003 -0.016 0.004
C -0.610 5.950 -0.737 -0.002 -0.005 0.000
C -1.351 5.198 0.166 0.005 -0.019 -0.003
C -1.295 3.825 0.065 -0.040 0.019 0.038
N -0.567 3.197 -0.864 0.043 -0.081 -0.016
H -0.169 0.288 -3.758 -0.086 -0.089 -0.040
H -1.819 2.532 -3.176 -0.004 0.002 -0.007
H -1.618 1.838 -4.785 0.010 0.015 -0.010
H -0.223 3.865 -4.497 0.005 -0.002 -0.004
H 0.764 2.462 -4.824 0.008 -0.025 0.020
H 1.813 3.766 -3.062 -0.013 0.009 -0.005
H 1.309 2.236 -2.395 -0.011 -0.004 -0.006
H 0.741 5.855 -2.405 -0.002 -0.001 -0.004
H -0.621 7.030 -0.692 -0.001 0.002 0.002
H -1.955 5.664 0.931 0.001 -0.001 0.003
H -1.854 3.197 0.750 -0.011 -0.007 0.004
N -8.403 0.329 -0.477 0.000 0.002 0.003
C -7.258 0.408 -0.490 -0.046 -0.005 -0.005
C -5.827 0.514 -0.504 0.061 0.006 -0.012
C -5.113 0.275 -1.673 0.004 0.016 0.053
C -3.736 0.380 -1.640 -0.013 -0.007 0.002
N -3.076 0.720 -0.527 -0.053 -0.068 0.001
C -3.765 0.950 0.597 0.022 0.035 0.031
C -5.138 0.858 0.658 0.000 0.004 -0.040
H -5.618 -0.001 -2.588 -0.002 -0.004 -0.003
H -3.142 0.163 -2.516 0.026 -0.018 -0.002
H -3.198 1.220 1.480 0.008 -0.005 -0.013
H -5.665 1.047 1.582 0.001 -0.002 0.003
O -1.985 -1.973 -1.785 -0.125 0.003 -0.017
C -0.967 -2.326 -1.229 0.178 0.248 0.016
O -0.075 -1.463 -0.761 0.256 -0.111 0.185
C -0.580 -3.749 -0.993 -0.128 -0.022 -0.065
C -1.392 -4.758 -1.500 0.001 0.006 -0.002
C -1.036 -6.069 -1.262 0.072 -0.003 -0.047
C 0.089 -6.423 -0.538 -0.022 0.054 -0.025
C 0.863 -5.388 -0.048 -0.066 -0.026 0.082
C 0.557 -4.062 -0.263 0.022 0.009 0.029
N 2.069 -5.703 0.750 0.158 0.036 -0.335
O 2.693 -4.758 1.195 -0.034 0.020 0.134
O 2.368 -6.864 0.865 -0.046 -0.065 0.126
N -1.899 -7.148 -1.801 -0.085 0.023 0.254
O -2.898 -6.803 -2.391 0.012 0.004 -0.105
O -1.555 -8.284 -1.577 0.038 -0.031 -0.083
H -2.284 -4.528 -2.066 0.005 -0.009 0.002
H 0.346 -7.458 -0.365 -0.002 -0.004 0.002
H 1.200 -3.295 0.139 -0.009 -0.006 -0.001
```
Forces are in eV/Å.

Its spin multiplicity is 1. As for the LUMO energy (alpha / beta): -9.03 / -8.96 eV. As for the total charge: +2. The value obtained for the HOMO energy (alpha / beta) is -14.47 / -14.87 eV. The value obtained for the energy above the lowest of the compared OMol25 structures with the same formula, charge and spin is 27.2 kcal per mole. For the frontier orbital gap (alpha / beta), the calculation gives 0.200 / 0.217 Ha. Its electronic energy is -77773.438 eV.

=====

ORCA calculation (ωB97M-V/def2-TZVPD) on a molecular structure, C29H31As2F6GeNO4S2Zr.

```
77
Properties=species:S:1:pos:R:3:forces:R:3
Zr -0.143 0.133 0.214 1.307 -0.880 -1.408
F -0.195 0.228 -2.228 -0.425 0.368 -0.251
C -0.627 1.483 -2.795 0.093 -0.417 0.101
F -1.919 1.416 -2.888 0.008 0.358 -0.049
F -0.069 1.572 -3.954 0.170 0.100 -0.016
S 0.210 2.801 -1.627 -0.341 -0.917 -0.826
O 0.959 1.786 -0.861 0.648 0.274 0.199
O 0.901 3.689 -2.455 0.033 0.511 0.075
N -0.814 3.497 -0.593 -0.499 0.631 0.680
S -1.340 2.449 0.416 -0.856 1.168 -0.749
O -1.741 1.277 -0.404 -1.641 0.313 -0.152
O -0.372 1.881 1.386 0.118 0.494 1.168
C -2.923 2.547 1.530 -0.527 -0.405 0.651
F -3.985 2.743 0.832 0.019 0.375 -0.536
F -2.792 3.351 2.524 0.330 0.578 0.008
F -2.913 1.281 1.977 0.210 0.400 -0.175
C 4.095 0.698 0.119 -0.421 0.141 -0.325
As 2.402 0.471 1.089 2.276 -0.715 1.454
C 2.578 1.988 2.298 -0.371 0.145 -0.083
C 2.748 -1.032 2.302 -0.331 0.130 -0.192
C 3.661 -0.961 3.347 0.021 0.154 -0.165
C 3.762 -2.001 4.260 -0.001 -0.022 -0.001
C 2.930 -3.106 4.144 0.024 -0.012 0.018
C 2.032 -3.198 3.089 -0.149 -0.016 -0.139
C 1.951 -2.172 2.155 -0.112 0.164 -0.060
As 0.892 -2.322 0.502 1.815 -1.734 0.254
C 2.414 -2.437 -0.770 -0.308 0.120 -0.170
C 0.433 -4.236 0.500 -0.398 0.395 0.040
H 4.898 0.749 0.852 -0.112 -0.039 0.130
H 4.036 1.649 -0.412 0.050 -0.018 -0.014
H 4.302 -0.097 -0.592 -0.119 -0.054 0.048
H 3.601 2.050 2.663 0.039 -0.114 -0.073
H 1.900 1.888 3.143 -0.008 -0.035 -0.025
H 2.345 2.907 1.760 0.019 -0.019 -0.014
H 4.301 -0.092 3.441 0.015 -0.027 0.119
H 4.484 -1.947 5.064 -0.010 0.011 0.010
H 2.992 -3.907 4.869 0.008 -0.007 -0.007
H 1.398 -4.071 2.999 0.091 -0.056 0.019
H 3.342 -2.634 -0.236 -0.087 0.068 0.171
H 2.504 -1.512 -1.340 0.074 -0.069 -0.064
H 2.240 -3.260 -1.462 -0.110 0.053 -0.028
H 1.373 -4.781 0.542 0.056 0.090 0.027
H -0.099 -4.489 -0.416 0.020 0.098 -0.009
H -0.188 -4.492 1.355 0.025 0.019 0.019
C -4.258 -0.797 -0.001 0.350 0.125 0.104
Ge -2.373 -1.353 -0.215 0.193 -1.201 -0.314
C -2.179 -2.270 -1.976 -0.352 0.047 0.748
C -0.964 -2.753 -2.459 -0.125 0.008 -0.029
C -0.898 -3.438 -3.663 0.078 0.057 0.000
C -2.051 -3.621 -4.416 0.012 -0.020 -0.018
C -3.260 -3.116 -3.964 -0.106 0.074 -0.046
C -3.327 -2.440 -2.752 0.068 -0.126 0.077
C -2.123 -2.400 1.513 -0.869 -0.220 -0.819
C -1.449 -1.736 2.541 -0.203 -0.135 0.267
C -1.468 -2.213 3.847 0.327 0.621 -0.285
C -2.169 -3.378 4.139 -0.349 -0.608 0.099
C -2.832 -4.099 3.136 0.181 0.129 -0.184
C -3.508 -5.314 3.414 0.161 0.204 0.411
C -4.145 -6.021 2.406 -0.119 -0.153 -0.569
C -4.124 -5.542 1.099 -0.244 -0.496 0.412
C -3.460 -4.358 0.795 0.283 0.590 0.056
C -2.809 -3.609 1.798 0.212 0.004 0.384
H -4.899 -1.662 -0.174 0.070 -0.028 -0.076
H -4.541 -0.010 -0.698 0.020 -0.003 -0.026
H -4.444 -0.460 1.018 0.011 0.029 -0.035
H -0.046 -2.580 -1.909 0.043 -0.051 -0.030
H 0.050 -3.822 -4.017 -0.008 0.022 -0.036
H -2.002 -4.145 -5.361 -0.003 -0.022 0.012
H -4.159 -3.247 -4.552 0.023 0.001 -0.028
H -4.281 -2.056 -2.410 -0.016 -0.029 -0.048
H -0.927 -0.771 2.354 -0.266 -0.388 0.302
H -0.962 -1.668 4.633 -0.018 -0.057 0.042
H -2.212 -3.743 5.159 0.069 0.036 0.008
H -3.520 -5.686 4.432 -0.042 -0.010 -0.018
H -4.648 -6.952 2.627 -0.027 0.030 0.046
H -4.633 -6.099 0.324 0.043 0.030 -0.044
H -3.423 -3.999 -0.229 -0.042 -0.063 -0.019
```
Forces are in eV/Å.

Its spin multiplicity is 2. As for the LUMO energy (alpha / beta): -9.68 / -11.72 eV. As for the total charge: +3. Its expectation value of S² is 0.7769. The value obtained for the HOMO energy (alpha / beta) is -16.11 / -16.09 eV. The value obtained for the energy above the lowest of the compared OMol25 structures with the same formula, charge and spin is 126.1 kcal per mole. For the frontier orbital gap (alpha / beta), the calculation gives 0.236 / 0.161 Ha. Its electronic energy is -257674.419 eV.